A molecular structure, C40H51ClHfN4O4P2S2. Source: the OMol25 dataset; level of theory: ωB97M-V/def2-TZVPD.

Values from the calculation:
Highest occupied orbital energy = -12.843 eV
Gap between HOMO and LUMO = 7.00 eV
Charge = +2

Element x y z (Å)
Hf (0.364, -0.438, 0.936)
C (5.592, 0.313, -0.218)
C (4.404, -0.352, 0.492)
C (4.519, -0.236, 2.014)
P (2.754, 0.158, -0.140)
C (2.757, 0.097, -1.987)
C (3.325, -1.237, -2.478)
C (3.416, 1.294, -2.673)
C (2.360, 1.870, 0.287)
C (3.253, 2.825, 0.781)
C (2.870, 4.140, 0.985)
C (3.825, 5.159, 1.534)
C (1.559, 4.496, 0.652)
C (0.649, 3.565, 0.194)
C (1.024, 2.227, 0.034)
N (0.095, 1.188, -0.308)
C (-0.790, 1.361, -1.401)
C (-0.637, 2.397, -2.319)
C (-1.573, 2.597, -3.325)
C (-2.687, 1.777, -3.462)
C (-3.714, 2.005, -4.535)
C (-2.794, 0.701, -2.588)
C (-1.862, 0.463, -1.580)
P (-1.777, -1.113, -0.689)
C (-3.328, -1.718, 0.113)
C (-4.555, -0.856, -0.152)
C (-3.078, -1.990, 1.598)
C (-1.417, -2.361, -1.994)
C (-0.096, -2.036, -2.684)
C (-2.528, -2.591, -3.015)
H (6.506, 0.071, 0.326)
H (5.511, 1.398, -0.255)
H (5.717, -0.043, -1.239)
H (4.416, -1.419, 0.241)
H (4.524, 0.804, 2.342)
H (5.467, -0.677, 2.322)
H (3.719, -0.759, 2.532)
H (1.691, 0.130, -2.235)
H (4.410, -1.270, -2.373)
H (3.095, -1.364, -3.536)
H (2.904, -2.087, -1.935)
H (4.497, 1.292, -2.547)
H (3.032, 2.243, -2.296)
H (3.208, 1.252, -3.743)
H (4.276, 2.547, 0.991)
H (4.858, 4.828, 1.441)
H (3.627, 5.336, 2.593)
H (3.723, 6.113, 1.018)
H (1.248, 5.528, 0.762)
H (-0.350, 3.885, -0.068)
H (0.205, 3.071, -2.243)
H (-1.431, 3.421, -4.013)
H (-3.622, 3.001, -4.964)
H (-4.726, 1.900, -4.142)
H (-3.601, 1.284, -5.347)
H (-3.634, 0.031, -2.706)
H (-3.476, -2.691, -0.364)
H (-4.373, 0.184, 0.115)
H (-5.392, -1.220, 0.446)
H (-4.856, -0.891, -1.197)
H (-2.976, -1.065, 2.167)
H (-2.179, -2.596, 1.755)
H (-3.918, -2.547, 2.015)
H (-1.289, -3.277, -1.411)
H (-0.191, -1.158, -3.327)
H (0.214, -2.875, -3.311)
H (0.703, -1.850, -1.964)
H (-2.645, -1.732, -3.673)
H (-3.494, -2.823, -2.566)
H (-2.255, -3.438, -3.647)
O (0.496, -0.589, 7.008)
C (-0.398, 0.312, 6.646)
O (-1.028, 0.956, 7.434)
C (-0.712, 0.433, 5.178)
C (-1.767, 1.184, 4.661)
Cl (-2.882, 2.153, 5.462)
N (-1.763, 1.071, 3.315)
N (-0.703, 0.317, 2.908)
C (-0.095, -0.073, 4.044)
C (1.121, -0.918, 3.860)
O (1.685, -1.498, 4.755)
O (1.465, -0.942, 2.604)
C (-2.751, 1.615, 2.427)
C (-4.091, 1.292, 2.610)
C (-5.037, 1.916, 1.815)
C (-4.643, 2.811, 0.826)
C (-3.302, 3.104, 0.642)
C (-2.349, 2.523, 1.468)
H (0.918, -1.063, 6.257)
H (-4.389, 0.589, 3.376)
H (-6.086, 1.695, 1.960)
H (-5.391, 3.288, 0.207)
H (-2.997, 3.813, -0.118)
H (-1.306, 2.790, 1.415)
S (1.369, -3.060, 0.691)
C (0.951, -4.456, -0.189)
N (1.786, -5.011, -1.045)
C (1.506, -6.387, -1.462)
C (0.004, -6.577, -1.254)
S (-0.444, -5.429, 0.089)
H (2.692, -4.585, -1.189)
H (2.091, -7.074, -0.849)
H (1.782, -6.521, -2.506)
H (-0.235, -7.589, -0.940)
H (-0.570, -6.332, -2.144)

Results of the Mulliken charge analysis, in e, for atoms 1 through 8:
1 Hf 0.03
2 C -1.32
3 C 0.48
4 C -1.39
5 P 2.83
6 C 1.56
7 C -1.48
8 C -1.53